1.
Here is a 2-piece molecular cluster, C7H5NOS overall at a distorted geometry from the Open Molecules 2025 dataset. Energies are from wB97M-V/def2-TZVPD.

Values from the calculation:
Max |F| (eV Å⁻¹): 3.16
HOMO-LUMO gap (alpha / beta) (eV): 8.53 / 5.96
HOMO energy (alpha / beta) (eV): -9.64 / -8.50
LUMO level (alpha / beta) (eV): -1.11 / -2.54

The geometry in ORCA input format:
```
! wB97M-V def2-TZVPD RIJCOSX def2/J DEFGRID3
* xyz 0 1
C 1.00 2.34 0.06
C -0.32 2.55 0.21
C 2.20 1.62 -0.12
C 1.84 0.26 -0.14
C -0.19 1.22 0.27
C 0.46 0.01 0.11
C 0.07 -1.44 -0.13
N -1.07 -1.78 0.56
O 0.63 -2.19 -0.89
S -3.33 0.51 -0.67
H 3.11 2.04 -0.40
H 2.53 -0.49 -0.51
H -1.44 -1.32 1.44
H -1.37 -2.79 0.42
H -4.12 -0.53 -0.21
*
```

Atom charges from the Löwdin analysis, given in e for atoms 1 to 5:
1. C -0.037
2. C 0.093
3. C -0.034
4. C -0.007
5. C -0.092

***

2.
Here is a 2-piece molecular cluster, C5H13O2 overall at a distorted geometry from the Open Molecules 2025 dataset. Energies are from wB97M-V/def2-TZVPD.

Values from the calculation:
Max |F| (eV Å⁻¹): 2.20
HOMO-LUMO gap (eV): 6.74
HOMO energy (eV): -3.00
LUMO level (eV): 3.73

The geometry in ORCA input format:
```
! wB97M-V def2-TZVPD RIJCOSX def2/J DEFGRID3
* xyz -1 1
C -0.20 -1.74 0.77
O -0.67 -1.18 1.91
C -0.09 -0.75 -0.43
C 0.72 0.49 -0.01
C 0.52 1.80 -0.81
C 1.35 1.87 -2.13
H 0.91 -2.09 0.83
H -0.87 -2.57 0.41
H -1.11 -0.39 -0.68
H 0.49 -1.18 -1.33
H 1.76 0.17 0.04
H 0.29 0.71 0.96
H 0.78 2.63 -0.11
H -0.53 2.07 -0.93
H 2.23 2.52 -1.93
H 0.80 2.39 -2.94
H 1.39 0.89 -2.62
H -3.05 -1.30 3.32
H -1.91 -2.19 2.61
O -2.80 -2.18 3.07
*
```

Atom charges from the Löwdin analysis, given in e for atoms 1 to 5:
1. C -0.504
2. O -0.342
3. C -0.244
4. C -0.264
5. C -0.272

***

3.
Here is C20H27N5O3Re as an isolated structure at a distorted geometry from the Open Molecules 2025 dataset. Energies are from wB97M-V/def2-TZVPD.

Values from the calculation:
Max |F| (eV Å⁻¹): 6.43
HOMO-LUMO gap (alpha / beta) (eV): 7.75 / 3.78
HOMO energy (alpha / beta) (eV): -21.08 / -21.06
LUMO level (alpha / beta) (eV): -13.33 / -17.28

The geometry in ORCA input format:
```
! wB97M-V def2-TZVPD RIJCOSX def2/J DEFGRID3
* xyz 4 4
N 1.99 3.82 -0.79
C 1.29 4.75 -0.82
C 0.43 5.93 -0.86
H -0.62 5.62 -1.00
H 0.72 6.57 -1.70
H 0.52 6.50 0.07
N 3.42 -2.17 -0.88
C 4.25 -2.72 -1.48
C 5.37 -3.42 -2.07
H 5.83 -2.80 -2.85
H 5.01 -4.35 -2.53
H 6.12 -3.66 -1.30
N -3.12 -2.76 0.17
C -4.21 -2.91 -0.22
C -5.56 -3.12 -0.74
H -6.00 -4.01 -0.28
H -5.49 -3.28 -1.83
H -6.20 -2.25 -0.54
Re 1.23 -1.06 -1.60
C 0.78 -2.72 -0.58
O 0.62 -3.69 0.03
C 1.83 0.01 0.00
O 2.17 0.60 0.95
C 1.40 0.64 -2.93
C 0.13 0.61 -2.34
C -0.65 -0.56 -2.37
C -0.19 -1.68 -3.07
C 1.09 -1.67 -3.66
C 1.89 -0.51 -3.57
H 2.03 1.52 -2.83
H -0.24 1.48 -1.82
H -1.60 -0.59 -1.86
H -0.79 -2.60 -3.08
H 1.50 -2.56 -4.11
H 2.90 -0.52 -3.95
C -1.36 2.59 0.82
N -1.00 1.73 1.92
C -1.15 2.36 3.21
C -0.66 1.49 4.35
C 0.02 0.23 3.88
N -0.76 -0.38 2.83
C -0.69 -1.82 2.68
C -1.16 0.36 1.75
O -1.58 -0.13 0.69
H -2.41 2.90 0.91
H -1.22 2.05 -0.12
H -0.72 3.47 0.84
H -0.59 3.30 3.19
H -2.21 2.62 3.38
H -1.53 1.24 4.98
H 0.05 2.06 4.96
H 0.11 -0.50 4.69
H 1.04 0.48 3.53
H 0.35 -2.16 2.56
H -1.09 -2.28 3.60
H -1.28 -2.11 1.81
*
```

Atom charges from the Löwdin analysis, given in e for atoms 1 to 5:
1. N 0.119
2. C -0.276
3. C -0.051
4. H 0.087
5. H 0.112

***

4.
Here is an isolated molecule of C5H8Cl2O4P2 at a distorted geometry from the Open Molecules 2025 dataset. Energies are from wB97M-V/def2-TZVPD.

Values from the calculation:
Max |F| (eV Å⁻¹): 4.03
HOMO-LUMO gap (eV): 5.46
HOMO energy (eV): -6.90
LUMO level (eV): -1.45
SMILES: ClP1OCC2(CO1)COP(Cl)OC2

The geometry in ORCA input format:
```
! wB97M-V def2-TZVPD RIJCOSX def2/J DEFGRID3
* xyz 0 1
Cl 4.73 -0.06 1.36
P 2.73 -0.24 0.86
O 1.56 -0.15 2.07
C 0.34 -0.76 1.54
C -0.11 -0.09 0.25
C 1.03 0.03 -0.94
O 2.25 -0.67 -0.68
C -1.20 -1.08 -0.30
O -1.55 -0.69 -1.66
P -2.07 0.85 -1.70
Cl -3.37 1.42 -3.23
O -1.60 1.86 -0.60
C -0.77 1.29 0.44
H -0.37 -0.80 2.40
H 0.58 -1.79 1.23
H 0.70 -0.26 -1.92
H 1.46 1.04 -0.95
H -2.15 -1.10 0.24
H -0.72 -2.11 -0.39
H -1.58 1.31 1.29
H 0.11 1.99 0.69
*
```

Atom charges from the Löwdin analysis, given in e for atoms 1 to 5:
1. Cl 0.126
2. P 0.634
3. O -0.323
4. C -0.210
5. C -0.402

***

5.
Here is C33H33F2GeN3NiO2SSi as an isolated structure from the Open Molecules 2025 dataset. Energies are from wB97M-V/def2-TZVPD.

Values from the calculation:
Max |F| (eV Å⁻¹): 0.25
HOMO-LUMO gap (alpha / beta) (eV): 6.56 / 6.78
HOMO energy (alpha / beta) (eV): -3.94 / -4.79
LUMO level (alpha / beta) (eV): 2.62 / 1.98

The geometry in ORCA input format:
```
! wB97M-V def2-TZVPD RIJCOSX def2/J DEFGRID3
* xyz -1 4
Ni 0.88 -0.73 2.12
C -6.16 0.04 2.49
Si -4.54 -0.93 2.46
C -4.36 -1.84 4.09
C -4.67 -2.13 1.03
C -3.14 0.30 2.30
C -3.37 1.67 2.34
C -2.33 2.59 2.26
C -1.05 2.09 2.13
N -0.78 0.79 2.08
C -1.79 -0.11 2.17
S -1.27 -1.75 2.13
H -7.00 -0.64 2.57
H -6.28 0.61 1.57
H -6.21 0.74 3.33
H -5.21 -2.50 4.28
H -4.29 -1.12 4.91
H -3.45 -2.44 4.09
H -5.49 -2.82 1.22
H -3.75 -2.70 0.90
H -4.87 -1.59 0.10
H -4.39 2.04 2.43
H -2.50 3.66 2.30
H -0.19 2.75 2.04
O 2.02 -2.41 1.76
N 3.10 -2.24 1.13
N 3.30 -1.04 0.73
O 2.45 -0.05 0.96
C 4.44 -0.77 -0.08
C 4.67 0.54 -0.48
C 5.75 0.81 -1.30
C 6.60 -0.20 -1.72
C 6.35 -1.51 -1.31
C 5.27 -1.80 -0.49
H 3.99 1.31 -0.16
H 5.92 1.84 -1.62
H 7.44 0.02 -2.36
H 7.00 -2.31 -1.64
H 5.07 -2.82 -0.19
F 2.79 -0.64 4.25
C 1.61 0.00 3.83
F 0.76 -0.09 4.93
H 1.89 1.06 3.78
C 3.31 -2.63 -3.29
C 2.42 -3.22 -2.41
C 1.51 -2.42 -1.71
C 1.49 -1.04 -1.89
C 2.40 -0.47 -2.78
C 3.31 -1.26 -3.48
Ge 0.28 0.06 -0.81
C 0.71 1.96 -1.09
C 0.14 2.65 -2.16
C 0.42 3.99 -2.39
C 1.27 4.68 -1.53
C 1.83 4.02 -0.45
C 1.55 2.67 -0.23
C -1.55 -0.14 -1.48
C -1.92 -1.19 -2.32
C -3.22 -1.31 -2.79
C -4.18 -0.38 -2.41
C -3.84 0.66 -1.55
C -2.53 0.77 -1.09
H 4.03 -3.25 -3.83
H 2.43 -4.29 -2.25
H 0.84 -2.89 -1.00
H 2.42 0.61 -2.91
H 4.02 -0.80 -4.15
H -0.53 2.13 -2.83
H -0.03 4.50 -3.23
H 1.48 5.73 -1.70
H 2.48 4.55 0.24
H 1.99 2.17 0.63
H -1.17 -1.92 -2.63
H -3.48 -2.13 -3.44
H -5.20 -0.47 -2.77
H -4.58 1.38 -1.24
H -2.28 1.59 -0.42
*
```

Atom charges from the Löwdin analysis, given in e for atoms 1 to 5:
1. Ni 0.349
2. C -0.193
3. Si 0.492
4. C -0.185
5. C -0.177

***

6.
Here is C47H37N7O3S3Ti as an isolated structure from the Open Molecules 2025 dataset. Energies are from wB97M-V/def2-TZVPD.

Values from the calculation:
Max |F| (eV Å⁻¹): 0.94
HOMO-LUMO gap (alpha / beta) (eV): 4.96 / 5.19
HOMO energy (alpha / beta) (eV): -5.55 / -5.61
LUMO level (alpha / beta) (eV): -0.59 / -0.42

The geometry in ORCA input format:
```
! wB97M-V def2-TZVPD RIJCOSX def2/J DEFGRID3
* xyz 0 1
Ti 1.28 0.41 -0.30
N -0.25 -3.46 1.36
C 0.24 -2.51 0.55
N 0.72 -1.38 0.94
C 0.72 -1.08 2.31
N 1.19 0.05 2.70
N 1.61 0.80 1.63
C 2.35 1.86 1.97
C 2.93 2.51 0.90
C 3.81 3.63 1.02
C 4.41 4.14 -0.08
C 4.15 3.54 -1.34
C 3.29 2.50 -1.42
N 2.65 1.97 -0.33
C 0.17 -2.07 3.25
C 0.10 -1.84 4.62
C -0.43 -2.80 5.46
C -0.89 -4.01 4.94
C -0.84 -4.25 3.58
C -0.31 -3.27 2.75
H -0.61 -4.31 0.96
H 0.24 -2.73 -0.51
H 2.53 2.12 3.01
H 3.98 4.04 2.00
H 5.08 4.98 0.00
H 4.63 3.90 -2.24
H 3.07 2.02 -2.36
H 0.47 -0.90 5.00
H -0.48 -2.62 6.53
H -1.31 -4.76 5.60
H -1.20 -5.18 3.16
O 3.96 -0.88 0.91
S 3.83 -1.62 -0.31
O 4.99 -1.82 -1.13
N 2.61 -0.96 -1.18
C 2.53 -1.10 -2.57
C 3.26 -1.94 -3.39
C 3.04 -1.98 -4.78
C 2.12 -1.18 -5.40
C 1.38 -0.27 -4.61
C 0.47 0.67 -5.16
C -0.15 1.58 -4.36
C 0.11 1.56 -2.98
N 0.92 0.67 -2.45
C 1.58 -0.23 -3.22
C 3.20 -3.22 0.16
C 2.73 -4.13 -0.78
C 2.26 -5.36 -0.37
C 2.26 -5.70 0.98
C 2.73 -4.79 1.91
C 3.20 -3.55 1.51
H 4.04 -2.55 -2.97
H 3.64 -2.67 -5.37
H 1.97 -1.22 -6.47
H 0.30 0.66 -6.23
H -0.83 2.33 -4.76
H -0.35 2.25 -2.29
H 2.73 -3.87 -1.83
H 1.91 -6.07 -1.11
H 1.90 -6.67 1.29
H 2.72 -5.04 2.97
H 3.56 -2.82 2.23
O -0.83 0.50 -0.43
S -1.74 0.60 0.82
C -2.58 -0.99 0.64
C -3.18 -1.50 1.78
C -3.81 -2.73 1.75
C -3.84 -3.46 0.56
C -3.24 -2.95 -0.58
C -2.60 -1.71 -0.55
C -3.14 1.62 0.44
C -3.60 2.49 1.41
C -4.71 3.28 1.14
C -5.34 3.20 -0.10
C -4.86 2.33 -1.07
C -3.76 1.53 -0.80
H -3.14 -0.93 2.71
H -4.27 -3.13 2.64
H -4.34 -4.42 0.53
H -3.27 -3.51 -1.50
H -2.11 -1.31 -1.42
H -3.06 2.59 2.34
H -5.07 3.97 1.88
H -6.19 3.82 -0.32
H -5.34 2.27 -2.04
H -3.37 0.85 -1.55
S -0.46 3.16 1.10
C -1.34 4.48 0.36
C -1.36 5.74 0.96
C -2.07 6.80 0.40
C -2.79 6.63 -0.77
C -2.79 5.38 -1.38
C -2.08 4.33 -0.82
H -0.81 5.88 1.88
H -2.05 7.76 0.90
H -3.34 7.45 -1.20
H -3.35 5.22 -2.29
H -2.10 3.36 -1.31
*
```

Atom charges from the Löwdin analysis, given in e for atoms 1 to 5:
1. Ti 0.973
2. N 0.161
3. C -0.150
4. N 0.050
5. C -0.292

***

Q: Which electronic energy values were calculated for the entries above? A: -797.6777, -348.7620, -1354.3562, -2099.1563, -6064.6995, -4466.3521, in Ha.